## A
19
Properties=species:S:1:pos:R:3 method="wB97M-V/def2-TZVPD" total_charge=0 lumo_ev=1.08 molar_mass_g_mol=74.2
C 0.128 -2.274 -1.681
C 0.900 -0.966 -1.433
C 0.356 0.291 -2.108
H -0.870 -2.093 -2.088
H 0.053 -2.842 -0.758
H 0.617 -2.891 -2.433
H 0.865 -0.777 -0.360
H 1.940 -1.115 -1.707
H 0.204 0.206 -3.186
H -0.602 0.540 -1.653
H 1.085 1.087 -1.969
C -0.161 0.979 1.911
C -0.976 1.774 2.945
H 0.270 0.066 2.328
H -0.854 0.544 1.191
H 0.564 1.590 1.382
H -1.417 1.105 3.684
H -0.341 2.474 3.487
H -1.761 2.301 2.447

***

## B
19
Properties=species:S:1:pos:R:3 method="wB97M-V/def2-TZVPD" total_charge=0 lumo_ev=1.13 molar_mass_g_mol=74.2
C -0.671 -1.758 1.052
C -1.220 -0.344 0.909
C -0.929 0.659 2.030
H 0.390 -1.770 1.301
H -1.183 -2.246 1.883
H -0.880 -2.265 0.112
H -2.293 -0.369 0.745
H -0.928 0.089 -0.037
H -1.789 0.700 2.716
H -0.904 1.690 1.688
H -0.157 0.288 2.704
C 0.675 0.357 -2.002
C 2.005 1.072 -1.905
H 0.830 -0.683 -1.730
H -0.156 0.784 -1.455
H 0.300 0.395 -3.022
H 2.353 1.699 -2.717
H 2.285 1.555 -0.963
H 2.812 0.324 -1.823

***

Which of them is the least stable? Correct choice: B.

***

## A
19
Properties=species:S:1:pos:R:3 method="wB97M-V/def2-TZVPD" total_charge=0 lumo_ev=1.11 molar_mass_g_mol=74.2
C -1.047 2.485 -1.327
C -0.906 1.029 -0.767
C -2.087 0.565 0.095
H -0.211 3.077 -0.978
H -2.020 2.908 -1.098
H -0.896 2.432 -2.405
H -0.758 0.343 -1.597
H -0.043 1.060 -0.104
H -1.968 0.909 1.124
H -3.052 0.902 -0.283
H -2.055 -0.524 0.188
C 1.273 -1.440 0.744
C 2.472 -2.355 1.029
H 0.488 -2.079 0.347
H 0.987 -0.871 1.626
H 1.501 -0.699 -0.024
H 2.165 -3.172 1.686
H 3.225 -1.856 1.634
H 2.931 -2.713 0.111

***

## B
19
Properties=species:S:1:pos:R:3 method="wB97M-V/def2-TZVPD" total_charge=0 lumo_ev=1.03 molar_mass_g_mol=74.2
C 1.105 -1.699 -0.743
C 0.514 -2.072 0.624
C -0.021 -3.525 0.641
H 1.808 -2.469 -1.066
H 1.737 -0.805 -0.716
H 0.373 -1.607 -1.544
H 1.314 -1.921 1.346
H -0.291 -1.371 0.862
H 0.295 -4.017 1.556
H -1.109 -3.500 0.688
H 0.292 -4.092 -0.231
C -0.441 3.541 -0.843
C -1.115 3.239 0.477
H -0.071 2.637 -1.327
H -1.113 4.013 -1.570
H 0.454 4.161 -0.748
H -1.669 2.300 0.523
H -1.725 4.073 0.830
H -0.337 3.113 1.240

***

Which of them is the least stable? Correct choice: A.

***

## A
19
Properties=species:S:1:pos:R:3 method="wB97M-V/def2-TZVPD" total_charge=0 lumo_ev=1.14 molar_mass_g_mol=74.2
C 1.462 1.778 -0.122
C 2.161 0.656 -0.868
C 1.199 -0.238 -1.665
H 1.272 2.630 -0.799
H 2.008 2.088 0.772
H 0.570 1.383 0.347
H 2.790 1.111 -1.657
H 2.837 0.149 -0.183
H 0.871 0.286 -2.562
H 1.533 -1.247 -1.884
H 0.404 -0.379 -0.910
C -2.414 -1.028 0.451
C -1.848 -0.974 1.867
H -2.818 -2.035 0.347
H -3.296 -0.386 0.421
H -1.713 -0.817 -0.344
H -0.928 -0.386 2.008
H -1.539 -1.981 2.154
H -2.552 -0.607 2.627

***

## B
19
Properties=species:S:1:pos:R:3 method="wB97M-V/def2-TZVPD" total_charge=0 lumo_ev=1.13 molar_mass_g_mol=74.2
C -0.196 1.609 -1.646
C -1.316 0.680 -1.392
C -1.827 0.548 0.070
H 0.588 1.723 -0.773
H -0.496 2.554 -1.959
H 0.400 1.307 -2.450
H -2.309 0.791 -1.902
H -0.973 -0.247 -1.851
H -1.663 -0.516 0.222
H -1.289 0.952 0.992
H -2.873 0.640 0.402
C 1.346 -1.763 1.895
C 1.608 -0.791 0.718
H 0.542 -1.375 2.414
H 1.053 -2.779 1.325
H 2.045 -1.853 2.634
H 0.995 0.037 0.572
H 1.830 -1.182 -0.350
H 2.535 -0.337 1.076

***

Which of them is the least stable? Correct choice: B.

***

## A
19
Properties=species:S:1:pos:R:3 method="wB97M-V/def2-TZVPD" total_charge=0 lumo_ev=1.13 molar_mass_g_mol=74.2
C 1.396 0.054 0.343
C 0.412 1.167 0.864
C 1.208 2.252 1.703
H 0.938 -0.894 0.592
H 1.674 0.390 -0.666
H 2.288 -0.002 0.971
H -0.221 0.571 1.532
H -0.197 1.633 0.104
H 2.248 1.965 1.754
H 0.816 2.208 2.723
H 1.167 3.206 1.178
C -1.406 -1.139 -0.869
C -1.576 -2.169 -2.004
H -0.721 -1.466 -0.093
H -1.065 -0.148 -1.186
H -2.350 -1.027 -0.310
H -0.729 -2.143 -2.675
H -1.531 -3.150 -1.539
H -2.567 -2.021 -2.420

***

## B
19
Properties=species:S:1:pos:R:3 method="wB97M-V/def2-TZVPD" total_charge=0 lumo_ev=1.05 molar_mass_g_mol=74.2
C -1.811 0.622 1.267
C -1.385 0.246 -0.152
C -2.552 -0.501 -0.810
H -2.788 1.110 1.251
H -1.130 1.304 1.789
H -1.937 -0.268 1.876
H -1.212 1.133 -0.780
H -0.418 -0.241 -0.256
H -3.535 -0.632 -0.354
H -2.727 -0.147 -1.829
H -2.273 -1.574 -0.844
C 2.000 0.060 -0.385
C 3.435 -0.313 0.077
H 1.415 -0.010 0.523
H 1.985 1.107 -0.677
H 1.628 -0.573 -1.177
H 4.040 -0.457 -0.825
H 3.454 -1.301 0.541
H 3.810 0.437 0.766

***

Which of them is the least stable? Correct choice: A.